Entry 1:
The following is a DFT calculation (ωB97M-V/def2-TZVPD) of a molecular structure, C30H25BiF10N4O7.

Values from the calculation:
ΔE to the lowest compared entry with this formula, charge and spin (kJ/mol): 0.0
Total charge: -2

Each line ends with the Mulliken charge.
Cartesian coordinates (Å):
Bi -0.62 0.31 -0.04  4.1609
O 0.38 1.75 2.14  -0.2819
C -0.28 2.98 2.32  -1.1979
C -1.66 3.02 1.67  -0.6753
N -1.66 2.67 0.25  0.0069
C -0.87 3.60 -0.56  -0.9094
C 0.59 3.16 -0.79  0.3953
O 1.45 4.03 -0.88  -0.8199
O 0.78 1.89 -0.91  -0.6704
C -3.04 2.51 -0.20  -0.7416
C -3.68 1.24 0.39  0.3337
O -4.89 1.22 0.54  -0.8170
O -2.86 0.29 0.67  -0.9603
H -0.02 0.97 2.64  0.4205
H 0.37 3.74 1.88  0.4334
H -0.40 3.22 3.38  0.5358
H -2.07 4.03 1.80  0.2700
H -2.31 2.32 2.18  0.4946
H -0.87 4.61 -0.14  0.2239
H -1.29 3.63 -1.57  0.5584
H -3.06 2.42 -1.28  0.3589
H -3.66 3.37 0.09  0.3057
C 3.02 0.39 0.54  -1.5590
N 2.03 -0.64 0.82  1.5411
C 1.98 -0.93 2.26  -1.7253
C 0.71 -1.67 2.67  -0.4211
N -0.43 -0.77 2.71  -0.3616
C -1.59 -1.27 3.17  -0.1406
C -2.58 -0.37 3.65  -0.2320
F -2.27 0.95 3.68  -0.4690
C -3.81 -0.73 4.12  0.1603
F -4.67 0.21 4.57  -0.3647
C -4.18 -2.07 4.19  0.7916
F -5.39 -2.44 4.65  -0.3648
C -3.25 -3.00 3.78  0.1851
F -3.56 -4.31 3.82  -0.3737
C -2.01 -2.62 3.30  0.6646
F -1.20 -3.63 2.91  -0.4906
C 2.30 -1.84 0.01  -1.0453
C 1.45 -1.86 -1.26  -1.6959
N 0.03 -1.97 -0.96  -0.4295
C -0.47 -3.17 -0.64  -0.0647
C 0.17 -4.43 -0.52  0.1052
F 1.51 -4.57 -0.76  -0.4564
C -0.48 -5.60 -0.18  0.3146
F 0.23 -6.74 -0.08  -0.3667
C -1.84 -5.63 0.06  0.8008
F -2.47 -6.77 0.40  -0.3783
C -2.53 -4.43 -0.07  0.1111
F -3.85 -4.42 0.14  -0.3875
C -1.87 -3.27 -0.41  0.2893
F -2.61 -2.16 -0.56  -0.4239
H 4.02 0.08 0.89  0.3520
H 2.73 1.32 1.04  0.2572
H 3.06 0.60 -0.52  0.4006
H 2.02 0.02 2.79  0.4147
H 2.87 -1.52 2.56  0.4624
H 0.90 -2.10 3.67  0.5944
H 0.56 -2.52 2.00  0.0573
H 2.06 -2.73 0.59  0.4595
H 3.38 -1.90 -0.22  0.3199
H 1.81 -2.65 -1.93  0.5184
H 1.60 -0.91 -1.80  0.5737
O -1.57 2.19 -3.33  -0.7083
C -1.87 1.02 -3.12  -0.2210
O -1.63 0.32 -2.07  0.0905
C -2.63 0.24 -4.18  -0.0389
C -2.93 -1.10 -4.00  -0.1515
C -3.62 -1.80 -4.98  -0.5994
C -4.02 -1.15 -6.15  -0.3378
C -3.72 0.19 -6.33  -0.5378
C -3.02 0.89 -5.35  -0.5340
H -2.62 -1.58 -3.08  0.4008
H -3.86 -2.84 -4.83  0.4105
H -4.56 -1.69 -6.91  0.3534
H -4.03 0.70 -7.23  0.3700
H -2.77 1.93 -5.46  0.4559

Entry 2:
The following is a DFT calculation (ωB97M-V/def2-TZVPD) of a molecular structure, C30H25BrCeN5O7S.

Values from the calculation:
ΔE to the lowest compared entry with this formula, charge and spin (kJ/mol): 84.9
Total charge: +1

Each line ends with the Mulliken charge.
Cartesian coordinates (Å):
Ce 1.16 0.62 -1.13  0.8720
O 7.65 0.99 -0.12  -0.4881
C 6.36 0.75 -0.37  0.9843
C 5.57 -0.06 0.52  -0.8094
C 4.18 -0.01 0.29  0.3183
N 3.66 0.65 -0.75  0.0137
C 4.43 1.26 -1.72  0.3616
C 5.81 1.38 -1.52  -0.7776
C 3.64 1.98 -2.72  0.3466
O 4.18 2.72 -3.55  -0.5977
O 2.33 1.77 -2.60  -0.3790
C 3.21 -0.65 1.16  0.3381
O 3.52 -1.22 2.20  -0.6790
O 1.94 -0.56 0.76  -0.5637
H 7.90 0.61 0.74  0.3276
H 5.93 -0.58 1.40  0.4832
H 6.41 1.93 -2.22  0.5747
O 2.50 -3.29 -3.45  -0.6853
C 1.28 -3.81 -3.72  0.2493
C 1.16 -4.86 -4.66  -0.6185
C -0.11 -5.40 -5.04  -0.3092
C -1.25 -5.02 -4.40  -0.7968
C -1.09 -4.11 -3.31  -0.6264
C 0.12 -3.46 -3.02  0.4689
C 0.15 -2.35 -1.94  0.9155
O 1.22 -1.48 -2.20  -0.7715
N -1.04 -1.57 -2.00  -0.1393
N -1.03 -0.26 -1.94  -0.1177
C -2.19 0.38 -1.91  -0.1499
C -2.43 1.77 -1.72  -0.1569
Br -0.96 2.94 -2.17  -0.2027
C -3.66 2.36 -1.40  -0.8809
C -4.89 1.70 -1.11  0.4630
C -6.07 2.37 -1.52  -0.3331
C -7.38 1.92 -1.31  -0.7043
C -7.52 0.62 -0.83  -0.4029
C -6.38 -0.11 -0.47  -0.5509
C -5.06 0.39 -0.60  -0.3446
H 2.28 -2.48 -2.95  0.4811
H 2.00 -5.11 -5.28  0.4066
H -0.12 -6.10 -5.91  0.3276
H -2.23 -5.45 -4.60  0.3756
H -2.04 -3.85 -2.83  0.1328
H 0.22 -2.83 -0.91  0.0877
H -1.88 -2.14 -1.81  0.4234
H -3.11 -0.14 -2.16  0.8719
H -3.69 3.40 -1.28  0.5273
H -5.82 3.27 -2.11  0.3488
H -8.16 2.55 -1.62  0.4316
H -8.45 0.18 -0.55  0.3744
H -6.58 -1.12 -0.12  0.3644
H -4.24 -0.21 -0.24  0.6102
N 0.51 0.48 2.63  -0.0859
C 0.74 1.79 2.51  0.7627
S 0.67 2.72 1.07  -0.4384
N 0.85 2.50 3.65  -0.1217
C 0.59 2.04 5.01  -0.3110
C 1.63 1.46 5.75  -0.0729
C 1.45 1.30 7.08  -0.4844
C 0.17 1.42 7.66  -0.4149
C -0.89 1.91 6.89  -0.5516
C -0.67 2.15 5.55  -0.0854
H 0.68 -0.13 1.85  0.1276
H 0.40 -0.01 3.54  0.2493
H 0.87 3.54 3.51  0.2834
H 2.65 1.35 5.32  0.3343
H 2.34 1.25 7.75  0.3119
H -0.07 1.28 8.70  0.3665
H -1.82 2.17 7.34  0.4033
H -1.52 2.50 4.94  0.3327

Entry 3:
The following is a DFT calculation (ωB97M-V/def2-TZVPD) of a molecular structure, C30H25BrClF4NO6P2PdS.

Values from the calculation:
ΔE to the lowest compared entry with this formula, charge and spin (kJ/mol): 84.0
Total charge: -2

Each line ends with the Mulliken charge.
Cartesian coordinates (Å):
Pd 0.91 1.37 1.18  -0.8186
F -3.68 6.25 1.12  -0.3357
C -3.19 5.01 0.93  0.4028
C -3.54 4.30 -0.20  0.3009
F -4.43 4.82 -1.07  -0.3294
C -3.02 3.03 -0.41  0.0998
F -3.56 2.36 -1.45  -0.4236
C -2.08 2.44 0.44  0.0884
P -1.01 0.91 0.09  2.0778
C -1.37 0.82 -1.70  0.7899
C -2.14 -0.16 -2.32  -0.3868
C -2.38 -0.10 -3.69  -0.9933
C -1.84 0.94 -4.44  -0.5103
C -1.04 1.89 -3.84  -0.8509
C -0.79 1.82 -2.48  -0.7123
C -2.11 -0.25 0.98  0.6444
C -1.52 -1.01 1.99  -0.1961
C -2.26 -1.93 2.70  -0.5375
C -3.61 -2.10 2.42  -0.6052
C -4.21 -1.32 1.45  -0.8142
C -3.47 -0.40 0.73  -0.1828
C -1.82 3.17 1.61  -0.1701
Br -0.83 2.35 3.02  -0.2239
C -2.38 4.40 1.87  0.2607
F -2.16 5.05 3.03  -0.3436
H -2.55 -0.98 -1.74  0.4254
H -2.99 -0.85 -4.16  0.4239
H -2.05 1.00 -5.51  0.3429
H -0.60 2.69 -4.43  0.4010
H -0.14 2.54 -1.98  0.3873
H -0.46 -0.85 2.17  0.1597
H -1.78 -2.55 3.46  0.4006
H -4.19 -2.83 2.96  0.3358
H -5.27 -1.45 1.24  0.3879
H -3.94 0.20 -0.05  0.3215
C 4.94 -0.91 1.92  -1.2838
P 3.18 -0.55 1.56  1.6404
C 2.45 0.08 3.12  -0.9249
C 2.43 -2.21 1.39  -0.9738
O 3.01 0.25 0.32  -0.7063
H 5.04 -1.59 2.78  0.3258
H 5.41 0.04 2.14  0.3537
H 5.39 -1.37 1.04  0.3393
H 1.98 -0.72 3.70  0.4545
H 1.69 0.84 2.81  -0.1224
H 3.21 0.58 3.71  0.4497
H 2.68 -2.86 2.23  0.4118
H 2.79 -2.66 0.46  0.2505
H 1.35 -2.10 1.32  0.0081
O -0.32 -5.58 -0.28  -0.7533
S -0.90 -4.52 -1.07  1.1349
O -2.20 -4.82 -1.63  -0.7434
N -0.89 -3.10 -0.29  -0.4913
C -0.12 -2.21 -0.91  0.1865
O 0.07 -1.03 -0.57  -0.2331
C 0.56 -2.74 -2.14  0.4465
C 1.40 -2.04 -2.99  -0.4384
C 1.88 -2.70 -4.11  -0.8467
C 1.54 -4.02 -4.37  -0.4183
C 0.70 -4.72 -3.50  -0.6467
C 0.22 -4.05 -2.39  0.0363
H 1.65 -1.01 -2.75  0.5820
H 2.54 -2.18 -4.80  0.3933
H 1.92 -4.51 -5.25  0.3845
H 0.43 -5.75 -3.69  0.4119
Cl 5.76 4.82 2.82  -0.2692
C 4.01 4.49 2.87  -0.4411
C 3.60 3.11 2.24  0.3641
O 4.42 2.18 2.33  -0.6089
O 2.43 3.15 1.80  -0.6246
H 3.51 5.30 2.35  0.3006
H 3.72 4.49 3.92  0.2355

| no. | gap between HOMO and LUMO (eV) | LUMO (eV) | maximum force (Eh/bohr) |
| --- | --- | --- | --- |
| 1 | 6.72 | 4.6 | 0.0073 |
| 2 | 4.97 | -5.4 | 0.0834 |
| 3 | 5.19 | 4.3 | 0.0322 |